Record 1
This record from OMol25 describes a gas-phase ion, C4H9O2 (charge +1). The level of theory is ωB97M-V with the def2-TZVPD basis set.

The LUMO energy is -0.10649 Ha. For the energy relative to the best compared isomer or geometry (same formula, charge and spin), the calculation gives 2.970 eV. The HOMO energy is -14.973 eV. The calculation puts the calculated total energy at -8377.913 eV. Its net charge is +1.

Positions of all 15 atoms, in Å:
C -2.057 0.070 0.077
C -1.094 1.212 -0.025
C 1.755 -0.489 0.352
C 0.231 -1.027 -0.310
O 1.863 0.878 0.161
O -0.679 -0.091 0.390
H -2.607 -0.061 0.998
H -2.190 -0.510 -0.773
H -0.710 1.670 -0.921
H -0.936 1.986 0.658
H 2.594 -1.087 -0.185
H 1.665 -0.887 1.435
H -0.140 -1.926 0.179
H 0.128 -0.837 -1.323
H 2.176 1.101 -0.711

Record 2
This record from OMol25 describes 2 unconnected molecules or ions with the total composition C4H9O2S. The level of theory is ωB97M-V with the def2-TZVPD basis set.

The LUMO energy is 0.11727 Ha. For the energy relative to the best compared isomer or geometry (same formula, charge and spin), the calculation gives 0.518 eV. The HOMO energy is -4.069 eV. The calculation puts the calculated total energy at -19225.631 eV. Its net charge is -1.

Positions of all 16 atoms, in Å:
C 2.523 1.711 -0.721
C 1.474 0.994 -1.652
O 0.594 0.294 -1.106
O 1.642 1.230 -2.867
H 1.979 2.034 0.172
H 2.830 2.605 -1.255
H 3.324 1.030 -0.466
C -1.322 0.180 1.442
C -1.885 -2.394 0.335
S -1.700 -1.493 1.921
H -2.215 0.696 1.099
H -0.886 0.669 2.306
H -0.658 0.151 0.576
H -2.886 -2.274 -0.062
H -1.664 -3.409 0.649
H -1.149 -2.026 -0.372

no.,strongest force on any atom (eV/A)
1,4.811
2,1.572